# C51H94Br24Cl8NO8P

A molecular structure, C51H94Br24Cl8NO8P (ωB97M-V/def2-TZVPD, the Open Molecules 2025 dataset).

Geometry (Å):
C 14.322 11.560 -9.035
C 13.911 11.326 -7.601
C 12.730 10.282 -7.498
C 12.882 8.893 -8.188
P 11.661 7.614 -7.747
C 12.409 6.005 -8.289
C 13.499 5.348 -7.390
C 14.133 4.102 -7.985
C 15.325 3.575 -7.130
C 11.660 7.767 -5.923
C 10.456 8.574 -5.317
C 10.452 8.783 -3.783
C 9.182 9.554 -3.376
C 9.980 7.913 -8.456
C 8.798 6.914 -8.003
C 8.367 6.028 -9.149
C 7.230 5.173 -8.764
H 15.184 12.229 -9.032
H 13.471 12.050 -9.507
H 14.623 10.683 -9.608
H 13.595 12.259 -7.134
H 14.770 11.088 -6.974
H 11.845 10.726 -7.954
H 12.591 10.315 -6.417
H 13.795 8.410 -7.839
H 12.875 9.030 -9.269
H 12.717 6.092 -9.331
H 11.506 5.394 -8.300
H 13.166 5.121 -6.377
H 14.314 6.069 -7.337
H 14.494 4.202 -9.008
H 13.368 3.327 -8.019
H 16.022 4.373 -6.871
H 15.893 2.816 -7.667
H 14.904 3.149 -6.219
H 12.667 8.078 -5.646
H 11.524 6.765 -5.516
H 9.590 7.967 -5.583
H 10.382 9.460 -5.947
H 11.403 9.232 -3.500
H 10.379 7.804 -3.311
H 9.350 10.028 -2.409
H 8.345 8.864 -3.269
H 8.869 10.355 -4.046
H 10.063 7.928 -9.542
H 9.673 8.954 -8.355
H 7.946 7.493 -7.648
H 9.004 6.394 -7.067
H 9.206 5.411 -9.470
H 7.964 6.636 -9.959
H 6.836 4.512 -9.537
H 6.400 5.782 -8.406
H 7.518 4.641 -7.857
C 17.700 3.206 -11.117
C 16.554 3.626 -11.985
C 16.798 3.992 -13.484
C 15.446 4.019 -14.267
N 15.577 4.303 -15.761
C 16.169 5.755 -15.925
C 14.985 6.601 -16.244
C 14.047 5.796 -17.095
C 14.147 4.407 -16.450
C 16.461 3.215 -16.419
H 18.359 2.433 -11.514
H 17.275 2.947 -10.147
H 18.390 4.032 -10.948
H 16.070 4.492 -11.534
H 15.801 2.853 -11.833
H 17.354 3.186 -13.962
H 17.401 4.901 -13.487
H 14.876 4.893 -13.954
H 14.845 3.111 -14.214
H 16.791 5.740 -16.819
H 16.749 6.088 -15.065
H 15.276 7.542 -16.711
H 14.463 6.894 -15.333
H 14.260 5.647 -18.153
H 13.005 6.066 -16.923
H 13.892 3.572 -17.103
H 13.410 4.405 -15.647
H 16.438 3.291 -17.506
H 15.957 2.297 -16.115
H 17.512 3.304 -16.143
O 11.819 7.944 -11.336
C 11.193 6.936 -12.132
C 11.901 6.478 -13.555
O 11.313 5.470 -14.399
H 10.181 7.258 -12.379
H 11.093 6.033 -11.529
H 12.884 6.096 -13.280
H 12.255 7.299 -14.179
O 6.747 1.279 -5.088
C 6.871 2.327 -4.451
O 7.264 2.332 -3.204
C 7.532 3.738 -2.745
C 7.342 4.661 -3.942
C 6.711 3.770 -4.970
H 8.593 3.726 -2.495
H 6.898 4.041 -1.912
H 8.251 5.064 -4.387
H 6.841 5.579 -3.637
H 6.996 3.897 -6.014
H 5.648 4.011 -4.964
O 10.891 12.094 -4.040
C 11.155 12.625 -2.990
O 10.706 12.204 -1.767
C 11.237 12.969 -0.685
C 12.422 13.690 -1.353
C 12.046 13.817 -2.786
H 11.688 12.309 0.056
H 10.505 13.622 -0.209
H 13.344 13.122 -1.223
H 12.662 14.687 -0.985
H 12.889 13.651 -3.457
H 11.529 14.749 -3.013
O 10.129 4.115 -6.420
C 10.687 3.079 -6.188
O 11.774 3.128 -5.432
C 12.243 1.844 -5.132
C 11.071 0.922 -5.508
C 10.253 1.677 -6.549
H 12.472 1.758 -4.070
H 13.167 1.568 -5.638
H 10.441 0.804 -4.627
H 11.357 -0.107 -5.729
H 9.187 1.800 -6.357
H 10.460 1.509 -7.605
C 12.074 3.329 -11.380
Cl 13.301 2.097 -10.999
Cl 10.747 3.160 -10.237
H 12.502 4.325 -11.264
H 11.679 3.111 -12.372
C 8.368 4.170 -12.887
Cl 6.616 4.102 -12.810
Cl 8.974 2.532 -13.050
H 8.601 4.811 -13.738
H 8.743 4.559 -11.941
C 15.117 7.410 -11.010
Cl 15.950 7.710 -12.589
Cl 16.273 6.987 -9.707
H 14.584 8.325 -10.753
H 14.378 6.621 -11.148
C 12.797 10.856 -12.433
Cl 14.500 10.968 -12.779
Cl 12.139 12.525 -12.464
H 12.360 10.272 -13.243
H 12.757 10.492 -11.407
C 14.618 4.346 -1.975
Br 15.586 2.615 -2.382
Br 14.010 5.256 -3.673
Br 15.672 5.465 -0.797
H 13.759 4.137 -1.338
C 9.023 10.444 -11.427
Br 7.614 9.176 -10.826
Br 9.505 11.821 -10.000
Br 8.497 11.397 -13.112
H 9.928 9.841 -11.505
C 8.321 0.283 -9.999
Br 7.297 -0.529 -11.497
Br 8.861 -1.164 -8.712
Br 7.286 1.638 -8.935
H 9.208 0.729 -10.449
C 16.933 7.251 -5.634
Br 18.626 8.159 -6.472
Br 15.489 8.594 -5.100
Br 17.576 6.352 -4.012
H 16.478 6.557 -6.341
C 3.672 6.228 -12.098
Br 4.866 6.900 -10.693
Br 3.718 7.467 -13.638
Br 1.704 5.961 -11.507
H 4.119 5.265 -12.344
C 7.646 12.897 -5.385
Br 8.648 11.717 -6.489
Br 6.210 11.904 -4.468
Br 7.106 14.413 -6.584
H 8.368 13.306 -4.678
C 9.592 7.311 1.153
Br 9.496 7.040 -0.822
Br 7.980 6.631 2.125
Br 9.896 9.212 1.627
H 10.460 6.850 1.623
C 12.406 15.507 -7.676
Br 11.083 14.213 -6.884
Br 11.608 17.345 -7.926
Br 13.207 14.901 -9.406
H 13.216 15.648 -6.959

- Lowest unoccupied orbital energy: -1.02 eV
- E_tot: -68455.1962 a.u.
- E_HOMO: -5.192 eV